{
  "formula": "C56H48CoI2N4O5P2S2",
  "method": "ωB97M-V/def2-TZVPD",
  "species": ["Co", "C", "P", "C", "C", "C", "C", "C", "C", "C", "C", "C", "C", "C", "C", "C", "C", "C", "C", "C", "P", "C", "C", "C", "C", "C", "C", "C", "C", "C", "C", "C", "C", "N", "H", "H", "H", "H", "H", "H", "H", "H", "H", "H", "H", "H", "H", "H", "H", "H", "H", "H", "H", "H", "H", "H", "H", "H", "H", "H", "O", "S", "O", "N", "C", "S", "C", "C", "C", "C", "C", "C", "H", "H", "H", "H", "O", "N", "C", "C", "C", "C", "C", "H", "H", "H", "H", "H", "I", "I", "C", "O", "C", "C", "C", "C", "C", "C", "N", "C", "C", "C", "C", "C", "C", "C", "O", "H", "H", "H", "H", "H", "H", "H", "H", "H", "H", "H", "H", "H"],
  "positions_angstrom": [[-0.1751, -0.3902, 0.0838], [2.5648, 1.1984, 1.2230], [2.4908, -0.6343, 0.8599], [4.2208, -0.8414, 0.2901], [5.2320, -0.4030, 1.1431], [6.5513, -0.4289, 0.7417], [6.8814, -0.8858, -0.5233], [5.8896, -1.3636, -1.3599], [4.5672, -1.3556, -0.9493], [2.7589, -1.3258, 2.5549], [2.2621, -0.7637, 3.7237], [2.5355, -1.3522, 4.9483], [3.2871, -2.5105, 5.0212], [3.7400, -3.1101, 3.8566], [3.4732, -2.5216, 2.6380], [1.2548, 1.5937, 1.7886], [0.8543, 2.6249, 2.6114], [-0.5199, 2.4167, 2.8729], [-0.8844, 1.2698, 2.2061], [-2.1671, 0.5178, 2.0593], [-1.5885, -1.2221, 1.8343], [-1.2589, -1.7272, 3.5728], [-0.3142, -2.7117, 3.8423], [-0.1032, -3.1454, 5.1410], [-0.8234, -2.5970, 6.1878], [-1.7691, -1.6194, 5.9286], [-1.9889, -1.1956, 4.6326], [-3.1172, -2.1562, 1.5313], [-3.8383, -1.8233, 0.3878], [-4.9914, -2.5087, 0.0646], [-5.4324, -3.5440, 0.8731], [-4.6969, -3.9063, 1.9892], [-3.5361, -3.2281, 2.3120], [0.2067, 0.7651, 1.5598], [2.8248, 1.7032, 0.2834], [3.3842, 1.3617, 1.9331], [4.9907, -0.0523, 2.1394], [7.3213, -0.0811, 1.4181], [7.9098, -0.8624, -0.8527], [6.1392, -1.7376, -2.3430], [3.8061, -1.7437, -1.6131], [1.6646, 0.1361, 3.6864], [2.1524, -0.9006, 5.8531], [3.5265, -2.9450, 5.9815], [4.3018, -4.0328, 3.8937], [3.8402, -2.9926, 1.7339], [1.4733, 3.4269, 2.9665], [-1.1590, 3.0225, 3.4908], [-2.6702, 0.8017, 1.1320], [-2.8680, 0.6722, 2.8822], [0.2494, -3.1595, 3.0342], [0.6266, -3.9163, 5.3363], [-0.6622, -2.9357, 7.2019], [-2.3497, -1.1857, 6.7324], [-2.7537, -0.4576, 4.4488], [-3.4598, -1.0328, -0.2417], [-5.5475, -2.2455, -0.8254], [-6.3434, -4.0687, 0.6258], [-5.0225, -4.7280, 2.6107], [-2.9567, -3.5320, 3.1716], [5.8707, 2.1705, -2.6992], [4.5290, 2.6911, -2.6545], [4.3823, 4.0813, -2.3098], [3.5879, 1.7297, -1.7105], [2.6953, 1.1118, -2.4246], [1.7452, -0.0997, -1.7497], [2.6533, 1.4439, -3.8547], [1.7724, 1.0076, -4.8322], [1.9296, 1.4872, -6.1237], [2.9537, 2.3696, -6.4426], [3.8420, 2.8038, -5.4623], [3.6636, 2.3353, -4.1854], [0.9815, 0.3189, -4.5780], [1.2422, 1.1661, -6.8959], [3.0641, 2.7211, -7.4600], [4.6513, 3.4847, -5.6809], [-1.3311, -1.4568, -1.1757], [-1.3147, -2.1736, -2.2429], [-0.9708, -1.6344, -3.4334], [-0.9699, -2.3968, -4.5745], [-1.3535, -3.7305, -4.5169], [-1.7059, -4.2651, -3.2840], [-1.6770, -3.4749, -2.1638], [-0.7087, -0.5871, -3.4093], [-0.6855, -1.9442, -5.5118], [-1.3546, -4.3382, -5.4050], [-1.9822, -5.3006, -3.1873], [-1.9340, -3.8402, -1.1813], [1.3639, -2.6675, 0.0582], [0.7039, -5.5322, -0.4993], [-1.9468, 4.7059, -0.0348], [-2.7523, 3.7765, -0.7239], [-3.5977, 3.0004, 0.0079], [-3.9890, 3.3410, 1.2978], [-4.9125, 2.5896, 2.0040], [-5.4874, 1.4780, 1.4143], [-5.1193, 1.1344, 0.1317], [-4.1557, 1.8473, -0.5929], [-3.9118, 1.3950, -1.8752], [-3.0433, 1.7727, -2.8598], [-1.7445, 2.2367, -2.7809], [-1.2158, 2.8971, -3.9241], [-0.0214, 3.5503, -3.8919], [0.7367, 3.5506, -2.7062], [0.3238, 2.8332, -1.6178], [-0.8847, 2.0753, -1.6142], [-1.1944, 1.2630, -0.6933], [-1.2001, 5.0392, -0.7541], [-1.4402, 4.2401, 0.8164], [-2.5285, 5.5709, 0.3080], [-3.5808, 4.2279, 1.7582], [-5.1901, 2.8822, 3.0051], [-6.2133, 0.8772, 1.9429], [-5.5802, 0.2800, -0.3413], [-4.6169, 0.7346, -2.1790], [-3.4782, 1.6923, -3.8554], [-1.8293, 2.9189, -4.8163], [0.3406, 4.0852, -4.7605], [1.6724, 4.0949, -2.6726], [0.9382, 2.8000, -0.7264]],
  "lowdin_spin": [1.95, -0.02, -0.01, 0.00, 0.00, 0.00, 0.00, 0.00, 0.00, 0.00, 0.00, 0.00, 0.00, 0.00, 0.00, 0.00, 0.00, 0.00, 0.00, -0.01, 0.03, 0.01, 0.00, 0.00, 0.00, 0.00, 0.00, 0.01, 0.00, 0.00, 0.01, 0.00, 0.01, 0.01, 0.00, 0.00, 0.00, 0.00, 0.00, 0.00, 0.00, 0.00, 0.00, 0.00, 0.00, 0.00, 0.00, 0.00, 0.00, 0.00, 0.00, 0.00, 0.00, 0.00, 0.00, 0.00, 0.00, 0.00, 0.00, 0.00, 0.00, 0.00, 0.00, 0.01, 0.01, 0.00, 0.00, 0.00, 0.00, 0.00, 0.00, 0.00, 0.00, 0.00, 0.00, 0.00, 0.00, 0.00, 0.00, 0.00, 0.01, 0.00, 0.01, 0.00, 0.00, 0.00, 0.00, 0.00, -0.02, -0.05, 0.00, 0.00, 0.00, 0.00, 0.00, 0.00, 0.00, 0.00, 0.00, 0.00, 0.00, 0.00, 0.00, 0.00, 0.00, 0.01, 0.02, 0.00, 0.00, 0.00, 0.00, 0.00, 0.00, 0.00, 0.00, 0.00, 0.00, 0.00, 0.00, 0.00],
  "molar_mass_g_mol": 1295.8,
  "max_force_ev_per_a": 2.126,
  "spin_multiplicity": 3,
  "e_homo_ev": [-4.00, -3.53],
  "orbital_gap_ha": [0.1871, 0.1698],
  "total_charge": -1,
  "lumo_energy_ha": [0.040, 0.040],
  "s2": 2.10
}

{
  "formula": "H24O12",
  "method": "ωB97M-V/def2-TZVPD",
  "species": ["O", "H", "H", "O", "H", "H", "O", "H", "H", "O", "H", "H", "O", "H", "H", "O", "H", "H", "O", "H", "H", "O", "H", "H", "O", "H", "H", "O", "H", "H", "O", "H", "H", "O", "H", "H"],
  "positions_angstrom": [[-0.1198, -1.0707, 0.1278], [-0.4887, -0.2278, 0.3197], [-0.7784, -1.7474, -0.1797], [0.3392, 3.6640, -1.3567], [0.7332, 3.8714, -0.5062], [0.8350, 3.0571, -1.8129], [-3.5289, -1.4167, 0.5994], [-3.8096, -2.2966, 0.7550], [-2.8823, -1.1213, 1.3188], [-0.5026, -2.3481, -3.0345], [-0.2750, -3.0556, -2.3882], [-0.8153, -2.7467, -3.7930], [3.5252, 1.5317, -0.7716], [3.9424, 1.9937, 0.0474], [2.5949, 1.7296, -0.6372], [3.3917, -2.7067, -0.2888], [3.6351, -2.4768, 0.6385], [3.8277, -3.4451, -0.6241], [0.6552, -1.9831, 3.0859], [-0.1812, -2.1225, 2.6797], [0.4615, -1.8491, 4.0259], [0.8281, -0.0432, -2.2425], [0.9445, 0.6162, -2.9236], [0.6686, -0.9126, -2.6847], [-5.5208, -0.4321, 0.1737], [-6.3700, -0.2597, 0.5684], [-4.9191, -0.1911, 0.9839], [2.9095, -0.1062, 0.7242], [2.0946, -0.4747, 0.3802], [3.4132, -0.8951, 1.0072], [2.1853, 2.4993, 2.0185], [1.5282, 2.1064, 1.4570], [2.0266, 3.4410, 1.8097], [-3.1751, 3.0251, -0.0516], [-3.9998, 3.3076, -0.3845], [-3.1729, 3.0859, 0.9587]],
  "lowdin_charge": [-0.05, 0.02, 0.06, 0.00, 0.03, -0.03, -0.08, 0.03, 0.09, -0.02, 0.08, 0.01, -0.11, 0.08, -0.02, -0.03, 0.05, 0.00, -0.05, -0.01, 0.04, -0.08, 0.02, 0.01, -0.12, 0.01, 0.08, -0.07, 0.01, 0.03, -0.05, 0.00, 0.05, -0.07, 0.00, 0.07],
  "molar_mass_g_mol": 216.2,
  "max_force_ev_per_a": 4.098,
  "spin_multiplicity": 1,
  "e_homo_ev": -9.02,
  "orbital_gap_ha": 0.3301,
  "smiles": "O.O.O.O.O.O.O.O.O.O.O.O",
  "lumo_energy_ha": -0.002
}

{
  "formula": "C23H23Cl3MoN3S2",
  "method": "ωB97M-V/def2-TZVPD",
  "species": ["Mo", "C", "N", "C", "C", "N", "C", "C", "C", "C", "C", "C", "C", "S", "C", "C", "C", "C", "C", "C", "S", "H", "H", "H", "H", "H", "H", "H", "H", "H", "H", "H", "H", "H", "H", "H", "H", "H", "H", "Cl", "C", "H", "H", "Cl", "C", "C", "C", "C", "C", "Cl", "C", "N", "H", "H", "H"],
  "positions_angstrom": [[-0.0682, -0.1347, -0.2349], [1.3785, -0.1454, 2.8533], [0.5260, 0.6220, 1.9232], [1.2246, 1.6793, 1.1833], [2.4991, 1.1736, 0.5480], [2.1773, 0.0227, -0.3667], [2.5242, 0.3932, -1.7734], [2.8748, -1.2200, -0.0355], [4.2444, -1.2080, 0.1967], [4.9181, -2.3873, 0.4720], [4.2288, -3.5903, 0.4872], [2.8688, -3.6157, 0.2271], [2.1827, -2.4306, -0.0158], [0.4192, -2.4613, -0.3421], [-0.6404, 1.1803, 2.6142], [-0.4526, 2.0723, 3.6642], [-1.5482, 2.5947, 4.3279], [-2.8265, 2.2146, 3.9330], [-3.0070, 1.3268, 2.8911], [-1.9123, 0.7890, 2.2085], [-2.1351, -0.4017, 0.9327], [1.9406, 0.5149, 3.5194], [2.0756, -0.7869, 2.3170], [0.7214, -0.7677, 3.4573], [1.3850, 2.5912, 1.7726], [0.5098, 2.0321, 0.4055], [3.2077, 0.8617, 1.3134], [2.9661, 1.9729, -0.0268], [3.6000, 0.5598, -1.8557], [1.9796, 1.2963, -2.0419], [2.2263, -0.4176, -2.4345], [4.7910, -0.2744, 0.1574], [5.9827, -2.3668, 0.6600], [4.7484, -4.5171, 0.6869], [2.3370, -4.5568, 0.2145], [0.5486, 2.3588, 3.9637], [-1.4093, 3.2908, 5.1429], [-3.6906, 2.6181, 4.4436], [-4.0058, 1.0372, 2.5919], [-0.1756, -5.0657, 0.9874], [-0.2247, -3.3053, 1.1330], [0.3449, -3.0013, 2.0078], [-1.2556, -2.9747, 1.2343], [-1.0797, -1.6358, -4.0488], [-1.2918, 0.0774, -4.1158], [-1.7230, 0.6751, -5.2871], [-1.8796, 2.0532, -5.3344], [-1.5998, 2.8380, -4.2257], [-1.1661, 2.2292, -3.0617], [-0.8072, 3.2093, -1.6764], [-1.0106, 0.8447, -2.9824], [-0.5792, 0.2425, -1.8212], [-1.9335, 0.0587, -6.1489], [-2.2216, 2.5207, -6.2470], [-1.7159, 3.9117, -4.2538]],
  "lowdin_charge": [1.06, -0.02, -0.26, -0.20, -0.14, -0.26, -0.04, -0.29, -0.02, -0.04, -0.04, -0.07, -0.42, 0.86, -0.30, -0.03, -0.07, -0.07, -0.10, -0.59, 0.62, 0.11, 0.07, 0.11, 0.14, 0.07, 0.12, 0.14, 0.10, 0.09, 0.10, 0.13, 0.12, 0.12, 0.08, 0.12, 0.11, 0.11, 0.11, 0.60, -0.85, 0.04, -0.01, 0.72, -0.60, -0.09, -0.06, -0.09, -0.59, 0.73, -0.39, -0.25, 0.11, 0.12, 0.11],
  "molar_mass_g_mol": 607.9,
  "max_force_ev_per_a": 0.765,
  "spin_multiplicity": 1,
  "e_homo_ev": -10.31,
  "orbital_gap_ha": 0.2665,
  "total_charge": 1,
  "lumo_energy_ha": -0.112
}

{
  "formula": "C8H10BrF2NO2",
  "method": "ωB97M-V/def2-TZVPD",
  "species": ["C", "C", "C", "Br", "C", "C", "C", "C", "F", "F", "C", "N", "O", "O", "H", "H", "H", "H", "H", "H", "H", "H", "H", "H"],
  "positions_angstrom": [[0.5118, -1.3861, 1.4670], [0.4968, -0.6504, 0.0617], [1.6856, -1.2136, -0.7437], [3.4406, -0.7193, 0.0761], [-0.6769, -1.1998, -0.8466], [-1.7946, -0.4479, -1.0125], [-2.0824, 0.8724, -0.3761], [-0.9673, 1.3557, 0.6294], [-1.3276, 0.9347, 1.9765], [-0.9084, 2.7411, 0.8247], [0.4698, 0.9355, 0.3409], [1.0271, 1.7798, -0.7251], [1.2752, 2.8916, -0.4310], [1.1413, 1.3262, -1.8327], [0.0394, -0.8269, 2.2656], [1.6277, -1.3527, 1.7009], [0.1720, -2.3998, 1.5203], [1.6548, -0.8611, -1.7614], [1.7973, -2.2948, -0.6744], [-0.7155, -2.1977, -1.1776], [-2.5878, -0.7958, -1.6120], [-2.2165, 1.6229, -1.1367], [-3.0630, 0.6823, 0.1404], [1.0007, 1.2036, 1.3262]],
  "lowdin_charge": [-0.04, -0.43, -0.50, 0.65, -0.01, -0.07, -0.05, -0.34, 0.01, 0.06, -0.08, -0.38, 0.13, 0.09, 0.07, 0.04, 0.08, 0.06, 0.06, 0.10, 0.09, 0.12, 0.15, 0.20],
  "molar_mass_g_mol": 270.1,
  "max_force_ev_per_a": 4.519,
  "spin_multiplicity": 1,
  "e_homo_ev": -9.99,
  "orbital_gap_ha": 0.3723,
  "smiles": "C[C@@]1(CBr)C=CCC(F)(F)[C@@H]1[N+](=O)[O-]",
  "lumo_energy_ha": 0.005
}

{
  "formula": "C8H14N2O2PS",
  "method": "ωB97M-V/def2-TZVPD",
  "species": ["C", "C", "C", "C", "C", "C", "C", "C", "N", "N", "O", "O", "P", "S", "H", "H", "H", "H", "H", "H", "H", "H", "H", "H", "H", "H", "H", "H"],
  "positions_angstrom": [[0.6475, 0.2908, 1.8301], [-0.5843, 0.5285, 1.3887], [2.2326, -0.3902, -0.0382], [-1.4097, 0.3217, 0.3021], [-4.0870, 1.5801, -1.7210], [0.2510, -2.7284, 1.5736], [4.3908, 1.5688, -0.5734], [-3.3030, 0.5348, -1.0078], [1.5985, -1.4373, -0.6125], [1.8827, 0.3366, 1.0328], [-1.1453, -0.9387, -0.3396], [-2.3738, 1.1279, -0.0793], [0.1316, -1.8897, -0.0536], [3.5867, -0.0193, -1.0362], [0.8250, 0.2029, 2.8691], [-4.6299, 2.1214, -0.9845], [-3.3565, 2.2222, -2.1429], [-4.7089, 1.1734, -2.4533], [-0.3857, -3.6260, 1.8670], [-0.0135, -1.9574, 2.2992], [1.3493, -2.8902, 1.4716], [3.7434, 2.4014, -0.7907], [5.2462, 1.4710, -1.1856], [4.6994, 1.5554, 0.5391], [-2.6961, -0.2132, -1.5764], [-4.0249, 0.0337, -0.4779], [2.3724, 1.3332, 1.0604], [-0.2386, -2.7133, -1.1609]],
  "lowdin_charge": [-0.15, 0.10, -0.74, -0.29, -0.03, -0.14, -0.34, -0.20, -0.16, 0.04, -0.21, 0.06, 0.85, 1.00, 0.10, 0.09, 0.08, 0.08, 0.10, 0.03, 0.07, 0.04, 0.01, 0.08, 0.14, 0.10, 0.19, 0.09],
  "molar_mass_g_mol": 233.3,
  "max_force_ev_per_a": 3.734,
  "spin_multiplicity": 1,
  "e_homo_ev": -12.64,
  "orbital_gap_ha": 0.3297,
  "total_charge": 1,
  "lumo_energy_ha": -0.135
}

Repeat the third record exactly.
{
  "formula": "C23H23Cl3MoN3S2",
  "method": "ωB97M-V/def2-TZVPD",
  "species": ["Mo", "C", "N", "C", "C", "N", "C", "C", "C", "C", "C", "C", "C", "S", "C", "C", "C", "C", "C", "C", "S", "H", "H", "H", "H", "H", "H", "H", "H", "H", "H", "H", "H", "H", "H", "H", "H", "H", "H", "Cl", "C", "H", "H", "Cl", "C", "C", "C", "C", "C", "Cl", "C", "N", "H", "H", "H"],
  "positions_angstrom": [[-0.0682, -0.1347, -0.2349], [1.3785, -0.1454, 2.8533], [0.5260, 0.6220, 1.9232], [1.2246, 1.6793, 1.1833], [2.4991, 1.1736, 0.5480], [2.1773, 0.0227, -0.3667], [2.5242, 0.3932, -1.7734], [2.8748, -1.2200, -0.0355], [4.2444, -1.2080, 0.1967], [4.9181, -2.3873, 0.4720], [4.2288, -3.5903, 0.4872], [2.8688, -3.6157, 0.2271], [2.1827, -2.4306, -0.0158], [0.4192, -2.4613, -0.3421], [-0.6404, 1.1803, 2.6142], [-0.4526, 2.0723, 3.6642], [-1.5482, 2.5947, 4.3279], [-2.8265, 2.2146, 3.9330], [-3.0070, 1.3268, 2.8911], [-1.9123, 0.7890, 2.2085], [-2.1351, -0.4017, 0.9327], [1.9406, 0.5149, 3.5194], [2.0756, -0.7869, 2.3170], [0.7214, -0.7677, 3.4573], [1.3850, 2.5912, 1.7726], [0.5098, 2.0321, 0.4055], [3.2077, 0.8617, 1.3134], [2.9661, 1.9729, -0.0268], [3.6000, 0.5598, -1.8557], [1.9796, 1.2963, -2.0419], [2.2263, -0.4176, -2.4345], [4.7910, -0.2744, 0.1574], [5.9827, -2.3668, 0.6600], [4.7484, -4.5171, 0.6869], [2.3370, -4.5568, 0.2145], [0.5486, 2.3588, 3.9637], [-1.4093, 3.2908, 5.1429], [-3.6906, 2.6181, 4.4436], [-4.0058, 1.0372, 2.5919], [-0.1756, -5.0657, 0.9874], [-0.2247, -3.3053, 1.1330], [0.3449, -3.0013, 2.0078], [-1.2556, -2.9747, 1.2343], [-1.0797, -1.6358, -4.0488], [-1.2918, 0.0774, -4.1158], [-1.7230, 0.6751, -5.2871], [-1.8796, 2.0532, -5.3344], [-1.5998, 2.8380, -4.2257], [-1.1661, 2.2292, -3.0617], [-0.8072, 3.2093, -1.6764], [-1.0106, 0.8447, -2.9824], [-0.5792, 0.2425, -1.8212], [-1.9335, 0.0587, -6.1489], [-2.2216, 2.5207, -6.2470], [-1.7159, 3.9117, -4.2538]],
  "lowdin_charge": [1.06, -0.02, -0.26, -0.20, -0.14, -0.26, -0.04, -0.29, -0.02, -0.04, -0.04, -0.07, -0.42, 0.86, -0.30, -0.03, -0.07, -0.07, -0.10, -0.59, 0.62, 0.11, 0.07, 0.11, 0.14, 0.07, 0.12, 0.14, 0.10, 0.09, 0.10, 0.13, 0.12, 0.12, 0.08, 0.12, 0.11, 0.11, 0.11, 0.60, -0.85, 0.04, -0.01, 0.72, -0.60, -0.09, -0.06, -0.09, -0.59, 0.73, -0.39, -0.25, 0.11, 0.12, 0.11],
  "molar_mass_g_mol": 607.9,
  "max_force_ev_per_a": 0.765,
  "spin_multiplicity": 1,
  "e_homo_ev": -10.31,
  "orbital_gap_ha": 0.2665,
  "total_charge": 1,
  "lumo_energy_ha": -0.112
}

Question: What is the formula in the second record?
Answer: H24O12